Entry A
This record from the OMol25 dataset describes 2 unconnected molecules or ions with the total composition C6H12N. The level of theory is ωB97M-V/def2-TZVPD.

## Properties
HOMO-LUMO gap, eV: 4.82
Net charge: +1
HOMO level, Eh: -0.482
Spin multiplicity: 1

Cartesian coordinates (Å):
C -1.908 0.121 1.389
C -2.543 -0.009 0.023
C -1.585 -0.847 -0.834
C -0.310 -0.036 -1.076
C 0.551 -0.030 -0.120
N 4.481 0.976 -0.196
C 3.866 -0.093 0.061
H -1.922 -0.834 1.914
H -0.802 0.308 1.237
H -2.301 0.873 2.063
H -3.545 -0.434 -0.014
H -2.608 0.968 -0.466
H -1.319 -1.695 -0.196
H -1.975 -1.327 -1.735
H -0.269 0.656 -1.921
H 1.007 0.888 0.233
H 3.938 1.614 -0.778
H 2.914 -0.373 -0.404
H 4.331 -0.725 0.819

Here are the Löwdin charges for atoms 1 to 8, given in e: -0.04, -0.21, -0.15, -0.03, 0.30, 0.04, -0.15, 0.10

---

Entry B
This record from the OMol25 dataset describes 2 unconnected molecules or ions with the total composition C6H12N. The level of theory is ωB97M-V/def2-TZVPD.

## Properties
HOMO-LUMO gap, eV: 11.30
Net charge: +1
HOMO level, Eh: -0.520
Spin multiplicity: 1

Cartesian coordinates (Å):
C -1.167 -1.373 0.667
C -0.722 -1.196 1.790
C 1.400 1.941 -0.362
C 1.131 0.893 -1.127
C -0.033 -0.891 3.033
C -0.663 -0.388 -2.355
N -0.288 0.422 -1.121
H -1.831 -1.810 -0.004
H 2.379 2.325 -0.512
H 0.712 2.482 0.353
H 1.878 0.437 -1.777
H -0.307 -0.039 3.595
H 0.993 -0.756 3.071
H -0.294 -1.584 3.762
H 0.221 -0.985 -2.609
H -1.647 -0.747 -2.276
H -0.572 0.334 -3.086
H -0.314 -0.299 -0.196
H -0.877 1.235 -0.847

Here are the Löwdin charges for atoms 1 to 8, given in e: 0.07, -0.05, 0.06, -0.13, -0.05, 0.02, -0.06, 0.06

---

Entry C
This record from the OMol25 dataset describes a gas-phase ion, C6H12N (charge +1). The level of theory is ωB97M-V/def2-TZVPD.

## Properties
HOMO-LUMO gap (spin up / spin down), eV: 8.69 / 8.58
Net charge: +1
HOMO level (spin up / spin down), Eh: -0.464 / -0.464
Spin multiplicity: 1

Cartesian coordinates (Å):
C 2.475 -1.150 0.272
C 1.553 -1.551 -0.615
C 0.515 -0.552 -0.304
C -1.885 -0.840 -0.229
C 0.598 1.776 0.325
C -0.591 -0.888 0.590
N 0.547 0.865 -0.796
H 2.905 -0.686 1.038
H 1.392 -2.423 -1.237
H -2.546 -1.766 -0.161
H -1.570 -0.688 -1.296
H -2.498 0.037 -0.030
H -0.315 1.785 0.780
H 1.273 1.637 1.071
H 0.806 2.763 0.120
H -0.453 -1.957 0.844
H -0.670 -0.352 1.649
H 1.437 0.885 -1.374
H -0.300 1.091 -1.355

Here are the Löwdin charges for atoms 1 to 8, given in e: 0.29, -0.13, -0.27, -0.08, -0.01, -0.23, 0.07, 0.03

---

Entry D
This record from the OMol25 dataset describes 2 unconnected molecules or ions with the total composition C6H12N. The level of theory is ωB97M-V/def2-TZVPD.

## Properties
HOMO-LUMO gap, eV: 5.86
Net charge: +1
HOMO level, Eh: -0.466
Spin multiplicity: 1

Cartesian coordinates (Å):
C 3.893 -0.240 -0.003
C -1.860 -1.255 1.260
C -1.408 -0.331 0.379
C 0.045 0.066 0.367
C -2.001 0.549 -1.857
C -2.301 0.410 -0.425
N 3.076 0.698 0.442
H 4.922 -0.029 -0.306
H 3.990 1.081 0.790
H -1.251 -1.809 1.955
H -2.940 -1.407 1.362
H 0.536 -0.470 1.167
H 0.208 1.127 0.556
H -2.893 0.261 -2.411
H -1.151 -0.018 -2.217
H -3.282 0.650 0.010
H 3.614 -1.286 0.136
H -1.741 1.584 -2.112
H 0.465 -0.277 -0.592

Here are the Löwdin charges for atoms 1 to 8, given in e: -0.12, 0.21, -0.33, -0.05, -0.01, 0.11, 0.01, 0.07

---

The data favor entry B; the next most stable structure lies 24.4 kcal/mol above it.

---

Entry A
This record from the OMol25 dataset describes a molecular structure, C2H3BrN2S. The level of theory is ωB97M-V/def2-TZVPD.

## Properties
HOMO-LUMO gap (spin up / spin down), eV: 7.41 / 7.57
HOMO level (spin up / spin down), Eh: -0.307 / -0.312
Spin multiplicity: 1

Cartesian coordinates (Å):
C 0.344 -1.455 0.031
C 0.770 1.240 0.109
N -0.774 -1.066 -0.362
N -1.159 0.089 -0.683
S 1.484 -0.253 0.572
Br -2.872 0.368 0.065
H 0.490 -2.444 0.105
H 1.290 1.751 -0.723
H 0.426 1.771 0.885

Here are the Löwdin charges for atoms 1 to 8, given in e: -0.44, -0.34, -0.25, -0.44, 0.86, 0.58, 0.04, 0.04

---

Entry B
This record from the OMol25 dataset describes a molecular structure, C2H3BrN2S. The level of theory is ωB97M-V/def2-TZVPD.

## Properties
HOMO-LUMO gap, eV: 9.92
HOMO level, Eh: -0.344
Spin multiplicity: 1

Cartesian coordinates (Å):
C -1.101 -0.069 -0.739
C 0.952 -0.226 0.847
N -0.800 1.219 -0.112
N 0.106 1.409 0.633
S -0.253 -1.376 0.265
Br 2.533 -0.112 -0.317
H -2.194 -0.297 -0.736
H -0.502 0.069 -1.700
H 1.257 -0.618 1.859

Here are the Löwdin charges for atoms 1 to 8, given in e: -0.45, -0.98, -0.12, 0.05, 0.75, 0.54, 0.09, 0.10

---

The data favor entry B; the next most stable structure lies 57.4 kcal/mol above it.

---

Entry A
This record from the OMol25 dataset describes a gas-phase ion, C5H7O2S (charge -1). The level of theory is ωB97M-V/def2-TZVPD.

## Properties
HOMO-LUMO gap, eV: 7.22
Net charge: -1
HOMO level, Eh: -0.122
Spin multiplicity: 1

Cartesian coordinates (Å):
C -0.862 -1.107 -1.968
C -1.104 -1.417 -0.648
C 0.327 0.349 0.470
C -0.746 -0.365 0.458
C 0.775 1.456 1.528
O -2.543 -1.723 1.700
O -3.142 0.642 0.965
S -2.189 -0.253 1.719
H -1.226 -1.734 -2.718
H -0.370 -0.164 -2.150
H -1.714 -2.204 -0.231
H 1.098 0.147 -0.244
H 1.760 1.300 1.568
H 0.062 1.171 2.337
H 0.427 2.539 1.252

Here are the Löwdin charges for atoms 1 to 8, given in e: -0.01, -0.13, -0.20, -0.36, -0.09, -0.60, -0.58, 0.66

---

Entry B
This record from the OMol25 dataset describes 2 unconnected molecules or ions with the total composition C5H7O2S. The level of theory is ωB97M-V/def2-TZVPD.

## Properties
HOMO-LUMO gap, eV: 6.78
Net charge: -1
HOMO level, Eh: -0.105
Spin multiplicity: 1

Cartesian coordinates (Å):
C -0.460 2.682 -0.724
C 0.049 1.658 -0.367
C 0.144 0.136 1.600
C 0.148 -0.544 -0.939
C 0.403 0.401 0.164
O 3.400 -0.134 1.213
O 2.829 -1.086 -1.019
S 2.855 0.133 -0.153
H -0.771 3.381 -1.387
H 0.809 -0.580 2.165
H -0.891 -0.324 1.903
H 0.256 1.138 2.044
H 1.058 -1.139 -1.092
H -0.056 0.129 -1.865
H -0.655 -1.230 -0.882

Here are the Löwdin charges for atoms 1 to 8, given in e: 0.08, -0.22, -0.12, -0.15, -0.53, -0.58, -0.57, 0.75

---

The data favor entry A; the next most stable structure lies 21.8 kcal/mol above it.

---

Entry A
This record from the OMol25 dataset describes C3H8N2S in the gas phase. The level of theory is ωB97M-V/def2-TZVPD.

## Properties
HOMO-LUMO gap, eV: 8.61
HOMO level, Eh: -0.308
SMILES: CCNNC=S
Spin multiplicity: 1

Cartesian coordinates (Å):
C -0.812 1.056 -0.127
C -1.303 -0.288 -0.376
N -0.394 -1.314 0.088
N 1.049 -0.948 -0.168
C 1.744 0.034 0.343
S 3.379 -0.009 -0.198
H -0.611 1.076 0.921
H -1.749 1.750 -0.384
H 0.105 1.457 -0.452
H -2.250 -0.492 0.439
H -1.606 -0.463 -1.445
H -0.450 -1.219 1.064
H 1.701 -1.681 -0.501
H 1.196 1.044 0.796

Here are the Löwdin charges for atoms 1 to 8, given in e: -0.17, -0.31, -0.02, -0.11, -0.70, 0.49, 0.05, 0.14

---

Entry B
This record from the OMol25 dataset describes C3H8N2S in the gas phase. The level of theory is ωB97M-V/def2-TZVPD.

## Properties
HOMO-LUMO gap, eV: 8.59
HOMO level, Eh: -0.283
SMILES: C[C@@H]1CNSN1
Spin multiplicity: 1

Cartesian coordinates (Å):
C 1.145 -0.827 0.369
C -0.139 -0.343 -0.378
C -0.481 1.115 -0.104
N -1.969 1.118 -0.355
S -2.669 -0.373 0.306
N -1.307 -1.254 -0.271
H 0.868 -1.021 1.380
H 1.728 0.126 0.331
H 1.790 -1.679 0.001
H 0.161 -0.419 -1.518
H -0.115 1.415 0.843
H -0.170 1.922 -0.810
H -2.419 1.929 -0.020
H -1.633 -1.692 -1.236

Here are the Löwdin charges for atoms 1 to 8, given in e: -0.07, -0.47, -0.24, -0.36, 0.79, -0.38, 0.06, 0.08

---

The data favor entry B; the next most stable structure lies 37.5 kcal/mol above it.

---

Entry A
This record from the OMol25 dataset describes 2 unconnected molecules or ions with the total composition C2H7N3O3. The level of theory is ωB97M-V/def2-TZVPD.

## Properties
HOMO-LUMO gap, eV: 9.60
HOMO level, Eh: -0.350
Spin multiplicity: 1

Cartesian coordinates (Å):
C -0.275 -1.333 0.659
C -1.080 1.424 -0.136
N 0.704 -2.113 0.206
N -0.379 0.346 -0.753
N 0.915 0.483 -0.992
O 1.412 -0.478 -1.542
O 1.553 1.538 -0.740
O -0.714 1.433 1.252
H -1.188 -1.472 0.119
H -0.316 -0.838 1.669
H -2.105 1.272 -0.229
H -0.938 2.461 -0.444
H 0.686 -2.077 -0.825
H 1.578 -2.322 0.592
H 0.147 1.676 1.165

Here are the Löwdin charges for atoms 1 to 8, given in e: 0.03, -0.25, 0.10, 0.02, -0.49, -0.02, 0.00, -0.05

---

Entry B
This record from the OMol25 dataset describes C2H7N3O3 in the gas phase. The level of theory is ωB97M-V/def2-TZVPD.

## Properties
HOMO-LUMO gap, eV: 10.40
HOMO level, Eh: -0.356
SMILES: NC1(N)O[C@H](O)N1O
Spin multiplicity: 1

Cartesian coordinates (Å):
N -1.488 1.103 0.986
C -0.580 0.438 0.165
N -1.000 0.371 -1.163
O 0.907 0.950 0.325
C 1.286 -0.376 0.475
O 1.797 -0.944 -0.702
N -0.084 -0.819 0.728
O -0.516 -2.009 0.160
H -1.259 0.968 1.961
H -1.564 2.087 0.768
H -0.273 0.065 -1.798
H -1.528 1.170 -1.476
H 1.965 -0.557 1.318
H 2.568 -0.432 -0.972
H -0.232 -2.015 -0.774

Here are the Löwdin charges for atoms 1 to 8, given in e: 0.14, -0.57, 0.15, 0.00, -0.44, 0.02, -0.05, 0.00

---

The data favor entry B; the next most stable structure lies 85.5 kcal/mol above it.